[1]
Computed, not measured: a molecular structure, C29H45As2CaN9O2, with ωB97M-V/def2-TZVPD.

The geometry in XYZ format:
```
88
Properties=species:S:1:pos:R:3:lowdin_charge:R:1
Ca 0.124 0.069 -0.007 0.976
C -0.433 -2.214 -3.486 -0.307
As 0.446 -0.571 -2.926 1.071
C 2.116 -0.772 -3.919 -0.286
C -0.468 0.752 -4.031 -0.428
C -1.090 0.367 -5.216 -0.101
C -1.738 1.301 -6.010 -0.060
C -1.759 2.634 -5.632 -0.060
C -1.131 3.031 -4.461 -0.102
C -0.488 2.099 -3.650 -0.434
As 0.408 2.636 -2.006 1.080
C -0.377 4.391 -1.693 -0.300
C 2.134 3.189 -2.733 -0.286
H -0.218 -2.442 -4.530 0.034
H -1.508 -2.122 -3.342 0.028
H -0.062 -3.031 -2.866 0.016
H 1.918 -0.656 -4.984 0.040
H 2.525 -1.767 -3.744 0.023
H 2.850 -0.031 -3.607 0.011
H -1.077 -0.667 -5.535 0.094
H -2.221 0.987 -6.926 0.115
H -2.258 3.367 -6.252 0.115
H -1.144 4.079 -4.190 0.094
H -0.082 5.098 -2.467 0.036
H -0.034 4.770 -0.730 0.021
H -1.465 4.318 -1.674 0.018
H 1.978 3.865 -3.573 0.041
H 2.685 2.317 -3.085 0.009
H 2.721 3.696 -1.966 0.028
O -2.907 1.510 7.686 0.143
C -3.080 1.722 6.369 -0.475
O -3.970 2.417 5.973 0.141
C -2.197 0.962 5.418 -0.120
C -2.684 0.788 4.123 0.012
C -1.911 0.159 3.169 -0.016
C -0.646 -0.313 3.505 -0.295
C -0.144 -0.138 4.787 -0.011
C -0.928 0.501 5.742 -0.001
N 0.125 -0.913 2.465 0.049
C 0.682 -2.026 2.709 -0.066
C 1.494 -2.727 1.688 -0.258
C 2.107 -3.925 2.016 0.007
C 2.872 -4.572 1.054 -0.019
C 2.991 -3.987 -0.192 -0.021
C 2.335 -2.783 -0.428 -0.130
N 1.593 -2.155 0.478 0.040
H -2.287 0.791 7.849 0.106
H -3.667 1.172 3.888 0.127
H -2.279 0.029 2.158 0.089
H 0.858 -0.461 5.035 0.121
H -0.509 0.674 6.725 0.126
H 0.571 -2.522 3.677 0.142
H 1.989 -4.338 3.008 0.126
H 3.364 -5.508 1.278 0.126
H 3.580 -4.442 -0.975 0.120
H 2.420 -2.301 -1.397 0.082
N 2.632 0.776 0.150 -0.056
C 2.804 1.502 1.425 -0.249
C 1.812 2.642 1.525 -0.255
N 0.427 2.136 1.556 -0.050
H 3.225 -0.048 0.154 0.071
H 2.971 1.358 -0.611 0.062
H 3.820 1.887 1.548 0.123
H 2.633 0.789 2.237 0.110
H 1.914 3.292 0.650 0.094
H 2.047 3.254 2.400 0.124
H -0.215 2.903 1.380 0.079
H 0.203 1.828 2.498 0.062
C -4.297 2.628 -0.760 -0.029
N -4.453 1.191 -0.590 -0.138
C -5.788 0.658 -0.337 -0.028
C -3.336 0.431 -0.460 -0.429
N -2.123 0.883 -0.484 0.027
N -3.592 -0.926 -0.305 0.157
C -2.698 -1.987 -0.276 -0.496
N -3.322 -3.191 -0.338 0.175
N -1.426 -1.824 -0.187 0.025
H -5.263 3.057 -1.002 0.097
H -3.629 2.845 -1.597 0.086
H -3.921 3.111 0.147 0.104
H -6.506 1.467 -0.428 0.097
H -5.884 0.242 0.668 0.103
H -6.073 -0.089 -1.084 0.099
H -2.150 1.891 -0.584 0.009
H -4.561 -1.188 -0.346 0.111
H -4.313 -3.286 -0.473 0.113
H -2.785 -4.035 -0.260 0.116
H -0.967 -2.731 -0.204 0.058
```

frontier orbital gap	7.77	eV
E_HOMO	-13.30	eV
multiplicity	1
ΔE to the lowest compared entry with this formula, charge and spin	2.9	kcal/mol
net charge	+2


[2]
Computed, not measured: C4H9ClN2O3 in the gas phase at a distorted geometry, with ωB97M-V/def2-TZVPD.

The geometry in XYZ format:
```
19
Properties=species:S:1:pos:R:3:nbo_charge:R:1
C -0.669 2.905 -1.837 -0.513
C -1.511 -2.092 0.569 -0.287
C 2.031 -1.231 1.179 -0.439
C 0.568 -1.054 0.983 0.403
N 0.053 1.647 -1.823 -0.115
N -0.119 1.058 -0.715 0.316
O -0.809 1.523 0.226 -0.366
O 0.510 -0.181 -0.500 -0.487
O -0.073 -2.207 0.730 -0.503
Cl 2.872 0.302 1.339 -0.033
H 0.077 3.634 -1.961 0.220
H -1.334 2.895 -2.743 0.216
H -1.277 2.887 -0.843 0.246
H -2.074 -1.959 1.545 0.204
H -1.506 -3.100 0.139 0.216
H -1.573 -1.342 -0.287 0.222
H 2.261 -1.794 2.077 0.240
H 2.530 -1.607 0.300 0.252
H 0.045 -0.284 1.623 0.209
```

frontier orbital gap (alpha / beta)	7.02 / 8.53	eV
E_HOMO (alpha / beta)	-6.20 / -10.41	eV
<S²>	2.01
multiplicity	3
ΔE to the lowest compared entry with this formula, charge and spin	0.0	kcal/mol


[3]
Computed, not measured: 5 unconnected molecules or ions with the total composition C9H25N3O12S2 at a distorted geometry, with ωB97M-V/def2-TZVPD.

The geometry in XYZ format:
```
51
Properties=species:S:1:pos:R:3:nbo_charge:R:1
C 3.573 -1.129 2.488 -0.613
C 3.204 -2.242 3.511 -0.077
O 1.903 -1.887 4.007 -0.732
S 0.878 -3.132 4.345 2.342
C 0.667 -3.783 2.645 -0.865
O 1.689 -4.039 5.131 -0.906
O -0.356 -2.529 4.748 -0.905
H 4.600 -1.301 2.173 0.220
H 3.378 -0.171 2.953 0.228
H 2.909 -1.288 1.635 0.192
H 3.311 -3.238 3.098 0.189
H 3.894 -2.086 4.342 0.195
H 1.578 -4.275 2.328 0.246
H 0.399 -2.942 2.011 0.233
H -0.182 -4.465 2.651 0.257
C -3.499 2.011 -0.662 -0.633
C -2.361 2.433 0.296 -0.066
O -1.129 2.291 -0.468 -0.750
S -0.556 3.572 -1.318 2.348
C -0.386 2.646 -2.875 -0.858
O -1.603 4.555 -1.444 -0.927
O 0.757 3.908 -0.844 -0.897
H -4.462 2.266 -0.215 0.217
H -3.484 0.946 -0.889 0.210
H -3.403 2.539 -1.608 0.219
H -2.372 3.489 0.553 0.217
H -2.396 1.736 1.129 0.185
H -1.287 2.056 -3.007 0.248
H 0.467 1.994 -2.716 0.240
H -0.260 3.299 -3.736 0.250
C -0.384 0.502 3.545 -0.479
N -0.137 1.750 2.792 0.523
O 0.689 1.748 1.904 -0.380
O -0.614 2.772 3.240 -0.374
H -0.279 -0.354 2.885 0.218
H -1.377 0.635 3.960 0.236
H 0.386 0.377 4.301 0.256
C -0.550 -0.333 -5.802 -0.487
N -1.071 -0.016 -7.154 0.535
O -0.537 0.835 -7.820 -0.370
O -2.047 -0.656 -7.487 -0.387
H -0.384 -1.406 -5.819 0.240
H -1.324 -0.113 -5.075 0.244
H 0.356 0.239 -5.630 0.223
C 0.468 -0.829 -0.564 -0.492
N 0.020 -1.246 -1.915 0.538
O 0.431 -2.272 -2.395 -0.367
O -0.776 -0.503 -2.464 -0.403
H 1.526 -1.059 -0.481 0.233
H -0.077 -1.512 0.089 0.220
H 0.209 0.207 -0.375 0.269
```

frontier orbital gap	10.61	eV
E_HOMO	-11.03	eV
structure (SMILES)	CCOS(C)(=O)=O.CCOS(C)(=O)=O.C[N+](=O)[O-].C[N+](=O)[O-].C[N+](=O)[O-]
multiplicity	1
ΔE to the lowest compared entry with this formula, charge and spin	0.0	kcal/mol


[4]
Computed, not measured: 2 unconnected molecules or ions with the total composition C3H3N at a distorted geometry, with ωB97M-V/def2-TZVPD.

The geometry in XYZ format:
```
7
Properties=species:S:1:pos:R:3:nbo_charge:R:1
C 0.785 -1.600 -0.869 -0.211
C 1.587 -0.696 -0.763 -0.237
C -1.120 0.533 0.937 0.308
N -1.564 1.611 0.986 -0.750
H 0.226 -2.457 -1.028 0.222
H 2.118 0.192 -0.578 0.227
H -2.032 2.417 1.316 0.440
```

frontier orbital gap	11.40	eV
E_HOMO	-10.14	eV
multiplicity	1
ΔE to the lowest compared entry with this formula, charge and spin	62.0	kcal/mol